--- A ---
Below is an isolated ion of composition C6H15N2 and charge +1, with properties calculated with ωB97M-V/def2-TZVPD.

```
! wB97M-V def2-TZVPD RIJCOSX def2/J DEFGRID3
* xyz 1 1
C -1.757 -0.289 -1.158
C -1.635 -0.748 0.277
C -0.854 0.165 1.358
N 0.955 -1.390 -0.440
C 1.577 -0.472 0.489
C 0.598 0.605 0.912
C 2.931 0.157 0.004
N -2.108 1.211 -1.190
H -2.578 -0.860 -1.745
H -0.705 -0.333 -1.516
H -2.668 -0.869 0.677
H -1.230 -1.785 0.242
H -0.924 -0.453 2.260
H -1.548 1.084 1.682
H 1.571 -1.555 -1.259
H 1.979 -0.988 1.379
H 1.048 1.384 1.594
H 3.474 0.874 0.834
H 3.699 -0.578 -0.320
H 2.606 0.726 -0.829
H 0.415 1.044 -0.070
H -3.062 1.531 -1.081
H -1.785 1.539 -2.100
*
```

## Properties
gap between HOMO and LUMO: 3.91 eV
LUMO level: -8.910 eV

***

--- B ---
Below is an isolated ion of composition C6H15N2 and charge +1, with properties calculated with ωB97M-V/def2-TZVPD.

```
! wB97M-V def2-TZVPD RIJCOSX def2/J DEFGRID3
* xyz 1 1
C 1.626 1.248 2.626
C 0.035 1.592 2.494
N -0.742 0.830 1.432
C 0.088 0.189 0.575
C -0.210 -0.906 -0.077
C 0.496 -1.575 -1.269
C -0.055 -1.178 -2.714
N -1.210 -0.202 -2.721
H 2.312 2.106 2.296
H 1.667 1.068 3.747
H 1.930 0.380 1.984
H -0.305 1.336 3.490
H -0.143 2.619 2.049
H -1.692 0.399 1.605
H 1.131 0.498 0.470
H -1.151 -1.451 0.221
H 0.397 -2.844 -1.117
H 1.640 -1.499 -1.116
H -0.307 -2.234 -3.145
H 0.789 -0.887 -3.349
H -2.121 -0.758 -2.493
H -1.126 0.237 -3.651
H -1.237 0.417 -1.782
*
```

## Properties
gap between HOMO and LUMO: 8.07 eV
SMILES string: CCN/C=C/CC[NH3+]
LUMO level: -3.509 eV

***

Which of them is least stable? Easy: A.

***

--- A ---
Below is a 2-piece molecular cluster, C6H15N2 overall, with properties calculated with ωB97M-V/def2-TZVPD.

```
! wB97M-V def2-TZVPD RIJCOSX def2/J DEFGRID3
* xyz 1 1
C -1.418 -0.793 0.083
C -0.089 -1.424 0.254
C 1.033 -0.484 -0.185
C 2.125 -1.023 -0.766
N 3.167 -0.180 -1.277
C 0.846 1.003 0.080
C 0.257 1.318 1.469
N -3.546 1.086 -0.084
H -1.869 -1.011 -0.878
H -2.111 -0.987 0.894
H -0.039 -2.338 -0.360
H 0.056 -1.751 1.296
H 1.983 -1.962 -1.312
H 3.127 -0.264 -2.277
H 4.021 -0.193 -0.750
H 1.871 1.377 -0.019
H 0.230 1.416 -0.730
H -0.520 0.586 1.747
H -0.144 2.333 1.429
H 1.025 1.110 2.231
H -2.523 1.138 -0.266
H -3.489 0.192 0.394
H -3.992 0.853 -0.973
*
```

## Properties
gap between HOMO and LUMO: 4.53 eV
LUMO level: -8.152 eV

***

--- B ---
Below is C6H15N2 as an isolated structure, with properties calculated with ωB97M-V/def2-TZVPD.

```
! wB97M-V def2-TZVPD RIJCOSX def2/J DEFGRID3
* xyz 1 1
C -2.740 0.063 -0.702
C -2.289 -0.419 0.657
C -0.892 -0.843 0.719
C 0.187 -0.123 0.190
N 1.445 -0.469 0.161
C 2.263 0.623 -0.430
C 3.802 0.313 -0.142
N -2.478 1.529 -0.784
H -3.822 -0.118 -1.009
H -2.014 -0.453 -1.330
H -2.512 0.378 1.429
H -2.884 -1.293 0.909
H -0.663 -1.890 1.061
H -0.067 0.739 -0.443
H 3.319 -4.568 2.972
H 2.064 1.623 0.101
H 2.029 0.611 -1.509
H 4.075 0.581 0.928
H 3.883 -0.813 -0.165
H 4.646 0.747 -0.738
H 3.005 -4.543 2.259
H -3.078 2.024 -0.127
H -2.736 1.876 -1.729
*
```

## Properties
gap between HOMO and LUMO: 6.23 eV
LUMO level: -7.465 eV

***

--- C ---
Below is an isolated ion of composition C6H15N2 and charge +1, with properties calculated with ωB97M-V/def2-TZVPD.

```
! wB97M-V def2-TZVPD RIJCOSX def2/J DEFGRID3
* xyz 1 1
C -0.990 1.625 -0.874
C -0.559 0.656 0.234
C -1.532 -0.040 0.858
N -2.750 -0.403 0.379
C 0.832 0.773 0.842
C 1.598 -0.553 0.926
C 2.223 -0.927 -0.392
N 1.111 -0.975 -1.440
H -1.911 2.137 -0.603
H -1.082 1.250 -1.895
H -0.208 2.389 -0.951
H -1.354 -0.377 1.878
H -3.340 -0.824 1.073
H -3.116 0.035 -0.448
H 0.749 1.206 1.840
H 1.383 1.496 0.235
H 0.950 -1.318 1.369
H 2.341 -0.486 1.709
H 2.925 -0.144 -0.649
H 2.699 -1.894 -0.413
H 1.349 -0.376 -2.229
H 0.255 -0.532 -1.022
H 0.926 -1.936 -1.713
*
```

## Properties
gap between HOMO and LUMO: 8.39 eV
SMILES string: C/C(=C\N)CCC[NH3+]
LUMO level: -3.157 eV

***

Which of them is least stable? Easy: A.